Density functional theory data (ωB97M-V/def2-TZVPD) for 3 unconnected molecules or ions with the total composition C58H61BF2N3O7 in a non-equilibrium geometry.

Output
total charge: +1
total energy: -86042.4788 eV

Each line ends with the Löwdin charge.
Geometry (Å):
C: 8.791 -0.547 -1.186  -0.102
C: 7.740 0.323 -1.945  -0.219
C: 6.517 -0.608 -2.315  -0.169
C: 5.188 0.163 -2.602  -0.256
C: 4.650 -0.307 -4.019  -0.047
C: 4.095 0.159 -1.498  -0.207
B: 4.892 0.317 -0.059  -0.390
C: 5.246 1.713 0.609  0.018
O: 5.323 -0.858 0.606  0.103
C: 3.345 -1.221 -1.354  -0.195
F: 4.142 -2.308 -1.697  0.058
N: 2.139 -1.327 -2.222  0.179
C: 1.099 -0.393 -1.672  -0.116
C: 0.004 0.001 -2.736  -0.129
O: -1.239 -0.649 -2.488  -0.070
C: -2.123 0.174 -1.776  -0.208
C: -1.801 0.623 -0.464  0.023
C: -2.657 1.425 0.339  -0.242
C: -2.167 1.819 1.747  -0.042
C: -3.913 1.793 -0.213  -0.021
C: -4.230 1.382 -1.534  -0.008
C: -3.363 0.579 -2.339  -0.129
C: -3.843 0.202 -3.749  -0.298
C: -4.480 -1.269 -3.645  -0.078
C: -2.727 0.202 -4.846  -0.073
C: 1.772 0.877 -1.017  -0.254
F: 1.700 0.701 0.387  0.015
N: 3.071 1.232 -1.498  -0.011
C: 2.916 2.138 -2.642  -0.144
C: 2.789 3.618 -2.106  -0.057
C: 4.105 4.123 -1.493  -0.432
O: 5.213 3.765 -1.829  0.090
N: 3.966 5.105 -0.443  0.085
C: 3.566 6.384 -0.991  -0.261
C: 2.240 6.880 -0.936  -0.036
C: 1.893 8.148 -1.479  -0.081
C: 2.863 8.997 -2.096  -0.069
C: 4.200 8.488 -2.158  -0.077
C: 4.539 7.222 -1.631  -0.022
H: 9.827 -0.156 -1.272  0.076
H: 8.537 -0.676 -0.109  0.079
H: 8.756 -1.567 -1.633  0.077
H: 7.398 1.196 -1.340  0.092
H: 8.216 0.757 -2.849  0.114
H: 6.830 -1.062 -3.287  0.120
H: 6.435 -1.477 -1.630  0.110
H: 5.476 1.232 -2.768  0.138
H: 3.764 0.270 -4.361  0.067
H: 5.460 -0.293 -4.779  0.097
H: 4.334 -1.380 -3.958  0.080
H: 6.115 2.177 0.089  0.072
H: 5.607 1.493 1.643  0.083
H: 4.384 2.399 0.721  0.067
H: 4.659 -1.132 1.260  0.121
H: 3.048 -1.416 -0.299  0.175
H: 2.314 -1.230 -3.229  0.167
H: 1.778 -2.284 -2.089  0.206
H: 0.564 -0.948 -0.871  0.165
H: 0.400 -0.260 -3.752  0.142
H: -0.211 1.088 -2.764  0.136
H: -0.828 0.336 -0.030  0.104
H: -1.216 2.392 1.673  0.083
H: -1.886 0.864 2.253  0.086
H: -2.929 2.348 2.350  0.082
H: -4.644 2.385 0.358  0.118
H: -5.206 1.668 -1.958  0.120
H: -4.672 0.859 -4.096  0.132
H: -4.015 -1.683 -2.751  0.061
H: -5.574 -1.166 -3.479  0.121
H: -4.222 -1.847 -4.546  0.076
H: -2.198 -0.775 -4.914  0.078
H: -3.251 0.314 -5.826  0.088
H: -2.040 1.067 -4.755  0.079
H: 1.070 1.715 -1.216  0.151
H: 3.684 2.190 -3.426  0.121
H: 1.940 1.957 -3.167  0.120
H: 1.892 3.772 -1.474  0.117
H: 2.613 4.236 -3.024  0.143
H: 4.831 5.171 0.091  0.133
H: 1.428 6.297 -0.464  0.109
H: 0.858 8.533 -1.455  0.104
H: 2.593 9.985 -2.495  0.105
H: 4.958 9.128 -2.645  0.107
H: 5.562 6.804 -1.694  0.118
C: -3.901 -4.336 -4.181  -0.050
C: -4.295 -3.769 -2.969  -0.079
C: -4.167 -4.499 -1.795  0.015
C: -3.660 -5.795 -1.827  -0.084
C: -3.290 -6.367 -3.045  -0.086
C: -3.402 -5.629 -4.219  0.003
C: -2.793 -7.766 -3.105  -0.280
O: -2.467 -8.262 -4.165  0.107
C: -2.710 -8.549 -1.844  -0.085
C: -2.301 -9.878 -1.888  0.001
C: -2.208 -10.613 -0.717  -0.052
C: -2.513 -10.022 0.506  -0.053
C: -2.926 -8.700 0.555  -0.001
C: -3.035 -7.962 -0.619  -0.086
C: -3.512 -6.556 -0.558  -0.280
O: -3.783 -6.039 0.508  0.102
H: -3.990 -3.770 -5.101  0.101
H: -4.711 -2.718 -2.935  0.032
H: -4.467 -4.059 -0.851  0.122
H: -3.104 -6.066 -5.164  0.122
H: -2.060 -10.341 -2.837  0.122
H: -1.894 -11.649 -0.754  0.110
H: -2.433 -10.596 1.420  0.110
H: -3.167 -8.245 1.507  0.121
C: -4.186 4.919 9.685  -0.053
C: -4.724 5.246 8.443  -0.055
C: -4.806 4.286 7.447  -0.002
C: -4.339 2.998 7.684  -0.086
C: -3.777 2.677 8.921  -0.083
C: -3.713 3.639 9.923  0.002
C: -3.229 1.319 9.175  -0.278
O: -2.744 1.037 10.251  0.111
C: -3.279 0.313 8.080  -0.082
C: -2.720 -0.945 8.280  0.001
C: -2.772 -1.894 7.271  -0.056
C: -3.391 -1.594 6.061  -0.060
C: -3.945 -0.340 5.856  -0.007
C: -3.882 0.620 6.860  -0.085
C: -4.448 1.972 6.614  -0.279
O: -4.985 2.235 5.555  0.095
H: -4.131 5.669 10.465  0.110
H: -5.082 6.251 8.255  0.109
H: -5.230 4.542 6.484  0.120
H: -3.290 3.390 10.889  0.123
H: -2.240 -1.183 9.221  0.122
H: -2.332 -2.872 7.427  0.108
H: -3.438 -2.339 5.276  0.106
H: -4.422 -0.110 4.912  0.118

---

Density functional theory data (ωB97M-V/def2-TZVPD) for a molecular structure, C58H63N7O7S2Ti in a non-equilibrium geometry.

Output
total charge: -2
total energy: -130720.1698 eV

Each line ends with the Löwdin charge.
Geometry (Å):
Ti: -1.098 0.038 0.460  1.060
C: 2.388 4.316 1.911  -0.096
O: 1.248 3.921 2.672  -0.022
C: 0.959 2.626 2.286  -0.285
N: 1.667 2.143 1.338  0.171
C: 2.588 3.174 0.889  -0.256
C: 4.017 2.686 0.806  -0.189
C: 4.949 3.371 0.032  -0.052
C: 6.259 2.921 -0.072  -0.104
C: 6.654 1.770 0.599  -0.109
C: 5.732 1.085 1.380  -0.081
C: 4.425 1.543 1.484  -0.033
C: -0.111 1.953 2.993  -0.247
C: -0.607 2.521 4.145  -0.065
C: -1.573 1.833 4.935  -0.118
C: -1.970 0.574 4.538  -0.034
C: -1.441 0.037 3.355  -0.288
N: -0.515 0.723 2.510  -0.017
C: -1.743 -1.215 2.900  -0.383
N: -1.264 -1.697 1.720  -0.016
C: -1.972 -2.921 1.439  -0.283
C: -2.711 -3.237 2.765  -0.100
O: -2.582 -2.070 3.578  -0.025
C: -1.123 -4.106 1.033  -0.181
C: -0.069 -4.539 1.831  -0.074
C: 0.616 -5.703 1.528  -0.119
C: 0.273 -6.446 0.402  -0.129
C: -0.757 -6.007 -0.417  -0.108
C: -1.453 -4.846 -0.098  -0.033
H: 3.246 4.422 2.579  0.120
H: 2.182 5.279 1.442  0.118
H: 2.292 3.489 -0.120  0.128
H: 4.634 4.253 -0.520  0.116
H: 6.969 3.458 -0.691  0.092
H: 7.668 1.402 0.501  0.091
H: 6.027 0.179 1.897  0.100
H: 3.687 1.012 2.076  0.104
H: -0.231 3.489 4.442  0.096
H: -1.965 2.281 5.841  0.074
H: -2.684 -0.011 5.104  0.106
H: -2.684 -2.720 0.633  0.094
H: -2.248 -4.076 3.289  0.113
H: -3.766 -3.462 2.600  0.108
H: 0.235 -3.932 2.680  0.110
H: 1.439 -6.020 2.160  0.099
H: 0.811 -7.356 0.161  0.089
H: -1.019 -6.566 -1.309  0.096
H: -2.258 -4.497 -0.737  0.107
C: -2.068 8.099 2.850  -0.069
C: -2.300 6.738 2.246  -0.291
C: -2.224 6.542 0.873  -0.055
C: -2.430 5.283 0.321  -0.060
C: -2.703 4.205 1.152  -0.249
C: -2.786 4.384 2.526  -0.044
C: -2.590 5.646 3.061  -0.042
S: -2.891 2.573 0.472  0.563
O: -3.459 1.773 1.526  -0.297
O: -3.637 2.767 -0.748  -0.294
N: -1.412 2.062 0.256  -0.280
C: -0.641 2.642 -0.837  -0.160
C: 0.534 1.733 -1.133  -0.637
O: 1.471 2.134 -1.802  0.034
O: 0.408 0.518 -0.668  -0.184
H: -1.808 8.830 2.084  0.064
H: -1.253 8.069 3.578  0.074
H: -2.958 8.459 3.372  0.072
H: -2.000 7.383 0.224  0.100
H: -2.396 5.133 -0.751  0.110
H: -2.985 3.525 3.155  0.100
H: -2.650 5.784 4.137  0.111
H: -0.247 3.631 -0.583  0.116
H: -1.239 2.739 -1.751  0.122
N: 1.472 -1.315 3.969  -0.057
N: 1.861 -1.708 2.637  -0.063
H: 0.789 -2.000 4.275  0.041
H: 0.940 -0.448 3.883  0.036
H: 2.549 -1.020 2.343  0.036
H: 1.075 -1.570 2.002  0.014
O: 0.933 -2.197 -0.484  -0.498
S: 1.868 -3.358 -0.394  0.958
C: 1.924 -4.082 -2.046  -0.272
C: 2.510 -3.295 -3.180  -0.261
C: 2.131 -1.973 -3.409  -0.039
C: 2.658 -1.277 -4.487  -0.063
C: 3.551 -1.893 -5.355  -0.102
C: 3.932 -3.208 -5.131  -0.105
C: 3.414 -3.902 -4.043  -0.067
C: 3.558 -2.746 -0.194  -0.267
C: 4.072 -1.633 -1.059  -0.264
C: 5.144 -1.849 -1.920  -0.070
C: 5.651 -0.811 -2.690  -0.102
C: 5.082 0.454 -2.604  -0.089
C: 4.006 0.674 -1.754  -0.067
C: 3.504 -0.364 -0.977  -0.026
H: 0.856 -4.272 -2.198  0.086
H: 2.419 -5.049 -1.921  0.091
H: 1.447 -1.487 -2.721  0.102
H: 2.372 -0.244 -4.638  0.109
H: 3.952 -1.346 -6.200  0.094
H: 4.640 -3.692 -5.794  0.089
H: 3.716 -4.929 -3.861  0.103
H: 4.170 -3.653 -0.249  0.095
H: 3.513 -2.438 0.852  0.066
H: 5.582 -2.840 -1.992  0.106
H: 6.483 -0.993 -3.360  0.092
H: 5.469 1.265 -3.211  0.097
H: 3.531 1.642 -1.688  0.082
H: 2.644 -0.185 -0.336  0.104
C: -5.506 -2.720 -0.120  -0.065
C: -5.509 -1.209 0.178  -0.352
C: -4.963 -0.952 1.578  -0.059
C: -4.896 -0.498 -1.029  -0.137
C: -5.841 -0.026 -1.935  -0.085
C: -5.524 0.328 -3.239  -0.120
C: -4.235 0.052 -3.663  -0.077
C: -3.251 -0.407 -2.792  -0.147
C: -1.942 -0.845 -3.438  -0.354
C: -1.380 -2.142 -2.850  -0.073
C: -0.872 0.249 -3.478  -0.041
C: -3.510 -0.479 -1.398  -0.242
N: -2.456 -0.521 -0.515  -0.058
H: -6.154 -3.256 0.583  0.069
H: -4.496 -3.130 -0.030  0.054
H: -5.853 -2.918 -1.137  0.076
H: -6.558 -0.902 0.185  0.111
H: -5.320 -1.724 2.266  0.073
H: -5.275 0.019 1.955  0.074
H: -3.879 -0.940 1.578  0.046
H: -6.874 0.032 -1.606  0.096
H: -6.266 0.744 -3.910  0.078
H: -3.972 0.173 -4.711  0.099
H: -2.216 -1.067 -4.475  0.115
H: -1.019 -1.990 -1.833  0.041
H: -0.549 -2.507 -3.466  0.067
H: -2.155 -2.915 -2.828  0.078
H: -0.410 0.365 -2.496  0.043
H: -1.308 1.209 -3.768  0.086
H: -0.084 -0.001 -4.196  0.069

---

Density functional theory data (ωB97M-V/def2-TZVPD) for a molecular structure, C58H66ClN3O4SeSr in a non-equilibrium geometry.

Output
total charge: -2
energy above the lowest of the compared OMol25 structures with the same formula, charge and spin: 232.0 kJ/mol
total energy: -152584.7707 eV

Each line ends with the Löwdin charge.
Geometry (Å):
Sr: -1.054 -0.875 0.061  1.350
C: 0.882 3.295 6.917  -0.061
C: 1.731 3.238 5.639  -0.566
C: 3.032 2.504 5.970  -0.078
C: 2.088 4.668 5.212  -0.057
C: 0.955 2.536 4.523  -0.195
C: 1.401 1.383 3.896  -0.086
C: 0.653 0.792 2.882  -0.388
Se: 1.327 -0.771 1.978  1.090
C: 2.419 0.069 0.614  -0.386
C: 3.635 0.623 0.994  -0.081
C: 4.445 1.261 0.064  -0.193
C: 4.010 1.222 -1.265  -0.009
C: 2.827 0.642 -1.702  -0.079
C: 1.918 0.120 -0.724  -0.385
O: 0.722 -0.281 -0.990  -0.389
C: 2.551 0.615 -3.219  -0.527
C: 3.769 0.004 -3.941  -0.068
C: 2.328 2.046 -3.727  -0.044
C: 1.333 -0.222 -3.633  -0.062
C: 5.758 1.958 0.428  -0.564
C: 6.020 1.924 1.934  -0.078
C: 5.707 3.429 -0.011  -0.056
C: 6.937 1.268 -0.277  -0.060
C: -0.595 1.301 2.443  -0.392
O: -1.261 0.700 1.515  -0.373
C: -1.055 2.493 3.088  -0.084
C: -0.275 3.056 4.085  0.005
C: -2.378 3.117 2.629  -0.533
C: -2.730 4.372 3.428  -0.087
C: -3.529 2.111 2.804  -0.041
C: -2.273 3.515 1.145  -0.034
H: 1.431 3.790 7.727  0.074
H: -0.049 3.843 6.751  0.074
H: 0.619 2.284 7.241  0.086
H: 3.565 3.039 6.763  0.077
H: 2.835 1.486 6.318  0.084
H: 3.690 2.447 5.098  0.076
H: 2.627 5.190 6.013  0.075
H: 2.719 4.650 4.320  0.086
H: 1.191 5.245 4.973  0.075
H: 2.342 0.922 4.169  0.082
H: 3.918 0.560 2.037  0.082
H: 4.650 1.678 -2.016  0.095
H: 4.682 0.585 -3.793  0.062
H: 3.954 -1.011 -3.575  0.084
H: 3.574 -0.047 -5.017  0.074
H: 3.193 2.684 -3.520  0.071
H: 2.151 2.043 -4.807  0.081
H: 1.449 2.483 -3.245  0.090
H: 1.401 -1.246 -3.251  0.082
H: 0.402 0.210 -3.272  0.055
H: 1.298 -0.255 -4.728  0.080
H: 5.198 2.386 2.489  0.079
H: 6.142 0.899 2.295  0.082
H: 6.938 2.475 2.161  0.077
H: 4.885 3.945 0.493  0.090
H: 6.646 3.939 0.235  0.075
H: 5.543 3.516 -1.088  0.074
H: 7.004 0.222 0.035  0.084
H: 6.811 1.284 -1.363  0.073
H: 7.883 1.767 -0.034  0.074
H: -0.636 3.961 4.563  0.087
H: -2.830 4.161 4.498  0.078
H: -1.983 5.161 3.296  0.079
H: -3.688 4.757 3.071  0.077
H: -3.597 1.788 3.849  0.084
H: -4.479 2.578 2.521  0.080
H: -3.377 1.232 2.177  0.069
H: -1.468 4.242 1.003  0.088
H: -2.073 2.648 0.520  0.070
H: -3.212 3.968 0.805  0.086
O: -2.873 -7.285 -4.272  -0.066
C: -3.336 -5.979 -4.608  -0.209
C: -2.714 -4.961 -3.697  -0.194
C: -3.268 -3.696 -3.604  -0.003
C: -2.671 -2.772 -2.763  -0.082
N: -1.574 -3.052 -2.059  0.125
C: -1.019 -4.245 -2.172  -0.199
C: -1.568 -5.241 -2.966  0.036
C: 0.287 -4.422 -1.437  -0.181
C: 1.068 -5.554 -1.607  0.033
C: 2.314 -5.633 -0.995  -0.206
C: 3.175 -6.855 -1.166  -0.212
O: 2.449 -8.074 -1.013  -0.069
C: 2.738 -4.560 -0.238  -0.004
C: 1.888 -3.470 -0.106  -0.112
N: 0.684 -3.405 -0.672  0.133
H: -3.286 -7.913 -4.870  0.080
H: -4.422 -5.914 -4.523  0.121
H: -3.069 -5.734 -5.640  0.126
H: -4.157 -3.429 -4.165  0.118
H: -3.096 -1.783 -2.615  0.094
H: -1.134 -6.228 -3.025  0.102
H: 0.730 -6.377 -2.222  0.112
H: 4.009 -6.810 -0.462  0.111
H: 3.594 -6.883 -2.172  0.125
H: 1.818 -7.951 -0.296  0.087
H: 3.709 -4.562 0.243  0.114
H: 2.191 -2.611 0.483  0.044
C: -1.786 -4.393 2.995  -0.082
C: -3.165 -4.452 3.165  -0.088
C: -3.988 -3.639 2.412  -0.024
C: -3.444 -2.744 1.475  -0.204
N: -2.102 -2.701 1.327  -0.011
C: -1.313 -3.496 2.058  -0.155
C: -4.272 -1.821 0.634  -0.230
C: -5.673 -1.863 0.767  -0.084
C: -6.478 -1.031 0.009  -0.132
C: -5.879 -0.137 -0.881  -0.112
C: -4.495 -0.097 -0.991  -0.150
C: -3.619 -0.933 -0.259  -0.173
H: -1.106 -5.008 3.570  0.092
H: -3.598 -5.131 3.890  0.095
H: -5.056 -3.693 2.559  0.088
H: -0.246 -3.398 1.879  0.069
H: -6.161 -2.534 1.468  0.076
H: -7.556 -1.071 0.118  0.079
H: -6.495 0.530 -1.479  0.089
H: -4.063 0.634 -1.679  0.065
Cl: -5.146 5.402 -6.342  0.481
C: -4.196 4.327 -5.296  -0.729
C: -3.413 4.852 -4.266  -0.180
C: -2.661 4.028 -3.457  -0.091
C: -2.633 2.585 -3.615  -0.369
C: -1.882 1.748 -2.817  -0.078
C: -3.477 2.105 -4.694  -0.097
C: -4.219 2.947 -5.496  -0.184
H: -3.404 5.926 -4.104  0.081
H: -2.060 4.466 -2.665  0.086
H: -1.277 2.131 -1.998  0.028
H: -1.893 0.671 -2.971  0.018
H: -3.525 1.032 -4.864  0.082
H: -4.832 2.538 -6.293  0.080